ORCA calculation (ωB97M-V/def2-TZVPD) on a structure of composition C25H31FN5O2PtS2 at a distorted geometry.

## Properties
HOMO = -10.791 eV
gap between HOMO and LUMO = 0.2542 Ha

```
! RIJCOSX wB97M-V def2-TZVPD def2/J DEFGRID3
* xyz 1 1
Pt 0.017 0.071 -0.093
C -0.852 -1.170 2.855
N -0.738 -1.284 1.391
C -1.250 -2.335 0.822
C -1.233 -2.437 -0.584
C -1.528 -3.427 -1.511
C -1.225 -2.881 -2.767
C -0.751 -1.589 -2.562
N -0.791 -1.306 -1.244
C 0.447 -1.255 3.619
C 1.098 -2.480 3.709
C 2.261 -2.612 4.449
C 2.792 -1.509 5.103
C 2.148 -0.283 5.021
C 0.973 -0.162 4.291
H -1.484 -2.001 3.182
H -1.383 -0.254 3.093
H -1.664 -3.133 1.433
H -1.913 -4.409 -1.294
H -1.350 -3.354 -3.726
H -0.422 -0.860 -3.280
H 0.689 -3.343 3.195
H 2.746 -3.576 4.526
H 3.696 -1.609 5.689
H 2.552 0.578 5.538
H 0.462 0.793 4.254
C -1.520 1.964 1.816
O -0.599 1.908 0.750
H -1.050 1.729 2.776
H -2.371 1.291 1.662
H -1.914 2.983 1.886
C -0.946 3.787 -1.962
S -1.712 2.228 -1.579
C -2.686 2.011 -3.053
O -0.589 1.202 -1.799
H -1.724 4.525 -2.146
H -0.315 3.651 -2.839
H -0.352 4.081 -1.100
H -3.395 2.834 -3.126
H -3.218 1.068 -2.954
H -2.024 1.983 -3.917
C 5.673 -1.731 0.816
C 4.685 -1.704 1.984
C 3.653 -0.641 1.810
N 2.470 -0.851 1.375
N 1.724 0.303 1.275
C 2.380 1.384 1.642
N 1.839 2.605 1.684
S 3.988 1.040 2.148
H 6.401 -2.529 0.953
H 6.219 -0.790 0.737
H 5.149 -1.898 -0.125
H 5.215 -1.538 2.924
H 4.154 -2.652 2.069
H 0.901 2.684 1.270
H 2.435 3.407 1.791
F 4.742 -0.409 -3.954
C 3.720 -0.315 -3.084
C 3.272 0.939 -2.723
C 2.209 1.041 -1.830
C 1.638 -0.117 -1.326
C 2.105 -1.373 -1.686
C 3.164 -1.474 -2.582
H 3.747 1.818 -3.137
H 1.851 2.017 -1.533
H 1.669 -2.268 -1.266
H 3.553 -2.435 -2.891
*
```


ORCA calculation (ωB97M-V/def2-TZVPD) on a structure of composition C27H36N5O3PtSb.

## Properties
HOMO (spin up / spin down) = -20.154 / -20.153 eV
gap between HOMO and LUMO (spin up / spin down) = 0.2352 / 0.2351 Ha

```
! RIJCOSX wB97M-V def2-TZVPD def2/J DEFGRID3
* xyz 4 1
Pt 0.041 0.467 -0.168
C 1.325 -2.208 -1.136
C -0.133 -2.125 -1.466
C -0.743 -3.279 -1.965
C -2.044 -3.256 -2.391
C -2.718 -2.035 -2.324
C -2.122 -0.934 -1.750
N -0.820 -0.965 -1.324
Sb -3.670 0.543 -1.754
C 1.218 2.088 -3.580
C 1.873 2.177 -4.760
C 3.124 1.507 -4.794
C 3.640 0.911 -3.668
C 2.947 0.903 -2.432
C 3.570 0.448 -1.159
N 1.733 1.414 -2.507
C -4.201 1.025 0.188
C -5.566 1.331 0.215
C -6.174 1.532 1.456
C -5.366 1.520 2.561
C -3.968 1.285 2.439
C -3.117 1.386 3.661
N -3.401 0.999 1.275
H 1.505 -2.972 -0.378
H 1.733 -1.262 -0.793
H 1.866 -2.525 -2.030
H -0.153 -4.184 -2.029
H -2.525 -4.139 -2.790
H -3.728 -1.969 -2.728
H 1.493 2.706 -5.623
H 3.697 1.502 -5.713
H 4.624 0.460 -3.694
H 3.942 -0.572 -1.260
H 2.886 0.525 -0.316
H 4.438 1.082 -0.962
H -6.152 1.407 -0.696
H -7.235 1.730 1.531
H -5.776 1.717 3.544
H -3.202 2.383 4.099
H -2.078 1.196 3.415
H -3.451 0.682 4.426
C 1.047 3.016 1.493
O 0.973 1.576 1.340
C 1.021 0.881 2.616
C 1.005 -0.593 2.326
O -0.080 -0.864 1.400
C -1.214 -1.610 1.931
H 2.021 3.270 1.908
H 0.251 3.354 2.156
H 0.941 3.449 0.505
H 0.163 1.195 3.214
H 1.941 1.164 3.129
H 0.853 -1.170 3.237
H 1.925 -0.927 1.846
H -0.863 -2.602 2.209
H -1.952 -1.669 1.138
H -1.625 -1.093 2.792
N 0.652 1.820 -1.592
C 0.160 2.570 -2.653
N -0.637 3.577 -2.680
C -1.319 4.103 -1.477
C -2.767 4.451 -1.813
O -2.845 5.282 -2.926
C -2.326 4.674 -4.086
C -0.840 4.393 -3.908
H -0.790 5.018 -1.199
H -1.246 3.375 -0.668
H -3.214 4.976 -0.969
H -3.351 3.531 -1.991
H -2.463 5.370 -4.911
H -2.872 3.749 -4.319
H -0.305 5.332 -3.752
H -0.425 3.867 -4.763
*
```


Copy entry 1 word for word.
ORCA calculation (ωB97M-V/def2-TZVPD) on a structure of composition C25H31FN5O2PtS2 at a distorted geometry.

## Properties
HOMO = -10.791 eV
gap between HOMO and LUMO = 0.2542 Ha

```
! RIJCOSX wB97M-V def2-TZVPD def2/J DEFGRID3
* xyz 1 1
Pt 0.017 0.071 -0.093
C -0.852 -1.170 2.855
N -0.738 -1.284 1.391
C -1.250 -2.335 0.822
C -1.233 -2.437 -0.584
C -1.528 -3.427 -1.511
C -1.225 -2.881 -2.767
C -0.751 -1.589 -2.562
N -0.791 -1.306 -1.244
C 0.447 -1.255 3.619
C 1.098 -2.480 3.709
C 2.261 -2.612 4.449
C 2.792 -1.509 5.103
C 2.148 -0.283 5.021
C 0.973 -0.162 4.291
H -1.484 -2.001 3.182
H -1.383 -0.254 3.093
H -1.664 -3.133 1.433
H -1.913 -4.409 -1.294
H -1.350 -3.354 -3.726
H -0.422 -0.860 -3.280
H 0.689 -3.343 3.195
H 2.746 -3.576 4.526
H 3.696 -1.609 5.689
H 2.552 0.578 5.538
H 0.462 0.793 4.254
C -1.520 1.964 1.816
O -0.599 1.908 0.750
H -1.050 1.729 2.776
H -2.371 1.291 1.662
H -1.914 2.983 1.886
C -0.946 3.787 -1.962
S -1.712 2.228 -1.579
C -2.686 2.011 -3.053
O -0.589 1.202 -1.799
H -1.724 4.525 -2.146
H -0.315 3.651 -2.839
H -0.352 4.081 -1.100
H -3.395 2.834 -3.126
H -3.218 1.068 -2.954
H -2.024 1.983 -3.917
C 5.673 -1.731 0.816
C 4.685 -1.704 1.984
C 3.653 -0.641 1.810
N 2.470 -0.851 1.375
N 1.724 0.303 1.275
C 2.380 1.384 1.642
N 1.839 2.605 1.684
S 3.988 1.040 2.148
H 6.401 -2.529 0.953
H 6.219 -0.790 0.737
H 5.149 -1.898 -0.125
H 5.215 -1.538 2.924
H 4.154 -2.652 2.069
H 0.901 2.684 1.270
H 2.435 3.407 1.791
F 4.742 -0.409 -3.954
C 3.720 -0.315 -3.084
C 3.272 0.939 -2.723
C 2.209 1.041 -1.830
C 1.638 -0.117 -1.326
C 2.105 -1.373 -1.686
C 3.164 -1.474 -2.582
H 3.747 1.818 -3.137
H 1.851 2.017 -1.533
H 1.669 -2.268 -1.266
H 3.553 -2.435 -2.891
*
```